{"formula": "C4H12InO4", "method": "the ωB97M-V functional and the def2-TZVPD basis", "elements": ["In", "C", "C", "O", "O", "H", "H", "H", "H", "H", "H", "C", "C", "O", "O", "H", "H", "H", "H", "H", "H"], "xyz": [[-12.831, -29.411, 5.132], [-13.599, -29.714, 1.197], [-14.293, -30.944, 1.730], [-13.925, -31.292, 3.075], [-13.881, -28.602, 2.130], [-13.988, -29.531, 0.196], [-12.538, -29.954, 1.125], [-14.047, -31.723, 1.009], [-15.360, -30.766, 1.592], [-13.980, -32.244, 2.961], [-13.779, -27.817, 1.588], [-11.839, -25.556, 4.848], [-10.780, -26.181, 5.804], [-11.293, -27.304, 6.493], [-12.665, -26.528, 4.168], [-11.339, -25.016, 4.044], [-12.436, -24.852, 5.427], [-10.518, -25.412, 6.532], [-9.913, -26.473, 5.213], [-10.922, -27.287, 7.379], [-13.276, -25.995, 3.653]], "homo_ev": [-18.20, -17.04], "s2": 0.756, "total_charge": 2, "de_lowest_kcal_mol": 0.9, "largest_force_ev_per_a": 2.0, "homo_lumo_gap_ha": [0.3972, 0.1202], "spin_multiplicity": 2}